(1)
{
  "formula": "C3H7NO",
  "method": "the ωB97M-V functional and the def2-TZVPD basis",
  "species": ["O", "C", "C", "C", "N", "H", "H", "H", "H", "H", "H", "H"],
  "xyz": [[0.739, 0.497, 1.609], [-0.263, 1.030, 0.787], [-0.620, 0.066, -0.351], [0.535, -0.464, -1.027], [-0.295, -1.292, 0.029], [0.538, -0.459, 1.635], [0.133, 1.952, 0.342], [-1.169, 1.283, 1.350], [-1.495, 0.333, -0.940], [1.534, -0.220, -0.717], [0.358, -0.739, -2.072], [0.006, -1.989, -0.645]],
  "mulliken_charge": [-0.5402, -0.6130, 0.3024, -0.6610, -0.6643, 0.3658, 0.2684, 0.2858, 0.3748, 0.2536, 0.3314, 0.2961],
  "homo_lumo_gap_ev": 10.80,
  "charge": 0
}

***

(2)
{
  "formula": "C4H9NO4",
  "method": "the ωB97M-V functional and the def2-TZVPD basis",
  "species": ["C", "C", "C", "C", "N", "O", "O", "O", "O", "H", "H", "H", "H", "H", "H", "H", "H", "H"],
  "xyz": [[-0.271, -0.631, -0.035], [0.883, 0.139, -0.645], [2.021, 0.629, 0.159], [-1.036, 0.731, 0.518], [0.116, -1.562, 0.970], [-0.975, -1.248, -1.094], [-2.285, 0.839, -0.199], [1.000, 0.140, -1.947], [-1.027, 0.952, 1.754], [-1.807, -0.758, -1.220], [-2.912, 1.150, 0.469], [0.152, -0.242, -2.284], [-0.305, 1.480, -0.129], [-0.296, -1.277, 1.856], [-0.176, -2.503, 0.742], [1.663, 0.962, 1.135], [2.695, -0.221, 0.313], [2.559, 1.420, -0.363]],
  "mulliken_charge": [1.2383, 0.0026, -1.2713, 0.4415, -0.6477, -0.7394, -0.5458, -0.4654, -0.7328, 0.3364, 0.3445, 0.4297, -0.0372, 0.2931, 0.2769, 0.3188, 0.3343, 0.4234],
  "homo_lumo_gap_ev": 7.72,
  "charge": 0
}

***

(3)
{
  "formula": "C20H43F6I2N5O4P2Si",
  "method": "the ωB97M-V functional and the def2-TZVPD basis",
  "species": ["C", "C", "O", "C", "C", "O", "C", "C", "O", "C", "N", "C", "N", "C", "N", "P", "C", "C", "N", "C", "C", "I", "C", "C", "I", "N", "C", "C", "O", "Si", "C", "C", "C", "H", "H", "H", "H", "H", "H", "H", "H", "H", "H", "H", "H", "H", "H", "H", "H", "H", "H", "H", "H", "H", "H", "H", "H", "H", "H", "H", "H", "H", "H", "H", "H", "H", "H", "H", "H", "H", "H", "H", "H", "H", "H", "H", "F", "P", "F", "F", "F", "F", "F"],
  "xyz": [[6.360, 0.998, 2.163], [5.991, -0.263, 3.101], [5.322, 0.195, 4.302], [4.592, -0.879, 4.922], [3.134, -0.951, 4.257], [2.499, 0.340, 4.215], [2.343, 0.825, 2.877], [1.287, -0.035, 2.002], [1.693, 0.152, 0.622], [1.157, -0.903, -0.230], [-0.243, -1.220, -0.005], [-1.049, -2.348, 0.291], [-0.600, -3.606, 0.416], [-1.660, -4.629, 0.749], [-2.089, -4.524, 2.188], [1.009, -4.266, 0.217], [1.711, -4.079, -1.517], [2.217, -3.792, 1.579], [-2.460, -2.078, 0.462], [-2.476, -0.672, 0.208], [-3.875, 0.027, 0.269], [-4.801, -0.203, -1.722], [-4.865, -0.532, 1.407], [-4.164, -0.844, 2.803], [-6.042, -2.223, 0.670], [-1.179, -0.209, -0.074], [-1.047, 1.228, -0.389], [-0.513, 1.533, -1.888], [-0.959, 2.815, -2.360], [-0.563, 2.898, -4.051], [0.787, 1.618, -4.596], [0.159, 4.632, -4.475], [-2.149, 2.516, -5.049], [5.979, 1.972, 2.605], [7.484, 1.049, 1.996], [5.877, 0.845, 1.135], [5.353, -0.993, 2.503], [6.966, -0.779, 3.368], [4.489, -0.730, 6.049], [5.066, -1.911, 4.745], [3.227, -1.467, 3.250], [2.463, -1.623, 4.898], [3.342, 0.861, 2.311], [1.987, 1.914, 2.897], [1.288, -1.136, 2.266], [0.254, 0.454, 2.105], [1.916, -1.731, -0.177], [1.251, -0.470, -1.290], [-1.211, -5.680, 0.660], [-2.529, -4.614, 0.026], [-1.384, -5.048, 2.717], [-3.018, -4.967, 2.276], [1.247, -3.164, -2.032], [1.676, -5.010, -2.155], [2.822, -3.809, -1.396], [2.850, -2.870, 1.393], [1.596, -3.655, 2.535], [2.852, -4.722, 1.782], [-3.809, 1.156, 0.414], [-5.616, 0.309, 1.605], [-4.951, -0.772, 3.623], [-3.369, -0.071, 3.052], [-3.748, -1.909, 2.870], [-1.999, 1.827, -0.280], [-0.281, 1.734, 0.299], [-0.863, 0.659, -2.528], [0.632, 1.548, -1.791], [1.695, 1.720, -3.899], [1.124, 1.863, -5.648], [0.352, 0.565, -4.540], [-0.645, 5.324, -4.894], [0.707, 5.106, -3.589], [0.939, 4.494, -5.303], [-2.630, 1.598, -4.581], [-1.918, 2.279, -6.147], [-2.859, 3.409, -4.988], [-6.237, 5.647, -3.654], [-4.878, 4.990, -3.073], [-4.853, 4.106, -4.430], [-3.913, 5.687, -1.976], [-5.933, 4.786, -1.862], [-4.095, 6.121, -3.925], [-4.227, 3.589, -2.586]],
  "mulliken_charge": [-1.0199, 0.0765, -0.4040, -0.6235, 0.1802, -0.3991, -0.3593, 0.3496, -0.3491, -0.7074, 0.4930, 0.2145, 0.2817, -0.7335, -0.4850, -0.0559, -0.8471, -0.6936, -0.1798, 0.1060, -1.0742, 0.1890, -0.3407, -0.9278, 0.0354, 0.5943, -0.5871, -0.2627, -0.5239, 0.4669, -0.9322, -1.0866, -0.6772, 0.2741, 0.2983, 0.2305, -0.0067, 0.3855, 0.3484, 0.3022, -0.2898, 0.3466, 0.0511, 0.3394, 0.0625, 0.1217, 0.2795, 0.1033, 0.3371, 0.4264, 0.2356, 0.2492, 0.2245, 0.3402, 0.3310, 0.0610, 0.2200, 0.5015, 0.6325, 0.5460, 0.3672, 0.2720, 0.2014, 0.2924, 0.1176, 0.3419, 0.1842, 0.2550, 0.4042, 0.2341, 0.3111, 0.2942, 0.3080, 0.1311, 0.3700, 0.1705, -0.3379, 0.8855, -0.3451, -0.3356, -0.3320, -0.3250, -0.1343],
  "homo_lumo_gap_ev": 7.65,
  "charge": 0
}

***

(4)
{
  "formula": "C5H6IN2O3",
  "method": "the ωB97M-V functional and the def2-TZVPD basis",
  "species": ["C", "C", "C", "C", "C", "N", "N", "O", "O", "O", "I", "H", "H", "H", "H", "H", "H"],
  "xyz": [[1.743, -1.515, 1.238], [-1.061, -0.484, -0.150], [0.221, -0.953, -0.879], [-1.391, 1.000, -0.296], [1.422, -0.716, 0.018], [-0.193, 2.745, 0.603], [-0.139, 1.664, 0.022], [2.924, -1.803, 1.331], [0.729, -1.837, 1.828], [-1.182, 3.493, 0.775], [3.140, -0.019, -0.990], [-1.768, -1.240, -0.522], [-1.023, -0.478, 0.858], [0.272, -1.997, -0.998], [0.210, -0.527, -1.896], [-1.670, 1.256, -1.277], [-2.235, 1.413, 0.337]],
  "mulliken_charge": [0.7012, -0.4381, -0.8105, -0.7850, -0.3235, -0.0630, 0.3145, -0.7003, -0.6890, -0.4269, -0.0537, 0.3202, 0.3501, 0.3745, 0.4423, 0.3764, 0.4107],
  "homo_lumo_gap_ev": [7.52, 4.67],
  "charge": -1
}

***

The lowest charge belongs to which entry? C5H6IN2O3